Entry 1:
The following is a DFT calculation (wB97M-V/def2-TZVPD) of a 3-piece molecular cluster, C34H71BrF3N4O2P overall in a non-equilibrium geometry.

Structure (XYZ):
```
116
Properties=species:S:1:pos:R:3
C -3.08746 2.39456 0.17068
H -0.90424 -1.16045 4.19075
H 4.85283 4.64279 2.09655
H 6.59767 6.99844 0.81696
H -4.25207 -0.86882 2.35667
N -2.00545 -0.92903 -1.17021
H 4.95007 7.64213 0.97427
H 3.85176 6.09876 1.92748
C -3.78247 1.79217 -2.84459
H -3.90704 3.16777 -0.22186
H 5.77757 2.56847 -1.26229
H 7.11645 2.43999 -0.11266
C -5.14950 -3.13530 -1.92148
C 7.30967 -3.70631 -2.97101
C -0.09302 0.23359 0.48943
H -7.84893 -0.75505 -2.86431
H -6.51817 -5.01617 -2.45948
H 7.67738 -1.05296 -2.61469
H 7.12372 -4.69439 -3.40515
H -6.23649 -1.40369 -3.80345
Br 0.85718 3.00200 1.42410
P -3.88902 0.63601 -0.07836
H 3.60281 3.79687 -0.04501
H 8.23607 -3.76547 -2.39000
C -4.51488 0.65492 -1.87071
H -0.55059 1.05604 -0.24644
H -2.93629 2.64263 1.30552
H 3.57229 -2.36533 -1.43651
H -7.42462 -4.12724 -0.49465
H 6.04570 6.66266 -1.69475
C -5.04798 -2.46142 4.30715
H 6.22886 0.25304 -3.92429
H -1.16885 1.44274 2.84611
H -5.33049 -4.00589 0.20173
H -5.92633 -3.96190 -4.02181
O -3.22045 -3.32640 -0.14121
O 0.35716 -2.49303 1.50832
H 4.86200 0.07699 -2.83450
H 4.38701 7.01800 -1.31905
C 5.72883 -0.44575 -3.24409
C 3.93670 5.04448 1.65607
C -7.09743 -1.63749 -3.02413
H 3.09557 4.52584 2.12989
H 3.25673 -1.67018 0.15224
H 1.66784 1.22504 3.51512
C 1.10391 0.97690 1.29851
H -3.95882 1.46784 -3.97030
C -1.34435 -0.36416 1.34710
H -7.71555 -2.53825 -3.48185
H 5.37713 -1.28688 -3.84698
H 3.76021 -0.62084 -1.16240
H -4.36472 2.82135 -2.68565
C 5.29805 6.57806 -0.89455
H -1.82329 -0.00317 -1.66253
H 5.46296 2.55538 0.48787
H -5.74576 -3.15939 4.96806
H 5.38780 -2.67685 0.38913
H -4.24495 -4.98284 -0.96713
H -4.74217 -5.08858 -3.08592
C 1.55307 0.33526 2.72814
C -6.47543 -2.23290 -1.58973
H 6.65896 4.73375 0.72572
F 0.00899 0.86679 5.55345
H 6.87768 -0.01944 -1.48233
C 6.13162 -3.29566 -2.09207
H 2.06893 0.88208 0.59744
C 6.14472 2.91297 -0.28976
C 3.87313 4.84362 0.14512
H -8.67313 -3.05332 -1.57712
H -3.95673 -2.60349 4.77007
H -4.31426 -3.96434 2.64167
C -1.74805 -0.36272 4.09668
C 6.29397 4.43150 -0.26198
C -4.48147 -3.87298 -0.58729
C -4.54753 -1.79726 1.66639
H 5.67360 -0.96463 0.31633
C 3.91109 -1.60845 -0.72465
H -2.80484 -0.80844 4.32425
H -5.32919 -1.32982 4.42825
C -0.86491 -1.95884 1.53303
F -2.01228 0.09198 6.56024
C -1.82623 0.45840 2.68923
H 0.89148 -0.53020 3.14132
H -6.06710 -3.30212 2.45231
H -2.66453 -1.42052 -1.80850
H 2.65488 -0.11212 2.62737
C 6.70025 -0.87294 -2.14809
H -2.14304 2.55733 -0.50142
H 5.22870 -3.24536 -2.71038
H -5.66604 0.96560 -1.86142
H -8.03661 -2.44131 0.08776
H -2.64256 1.93853 -2.60814
H 7.08654 4.68359 -0.97890
C 5.36023 -1.81909 -0.29640
H -6.28145 -1.28390 -0.92725
F -2.16562 2.02574 5.13047
C -7.71579 -3.05368 -0.88493
C 5.76150 7.44446 0.27265
C -2.54397 -0.73386 0.22846
H 6.09948 8.41663 -0.10363
H 0.42915 -0.55599 -0.23872
H 5.97418 -4.11165 -1.37438
N 6.35139 -2.05141 -1.35206
N -2.23655 -2.58176 1.79291
H -2.08909 -3.59830 1.60940
C -1.45455 0.74043 5.31932
C -3.27041 -2.16326 0.72060
H 3.02309 5.41292 -0.25048
H -4.45800 -0.35897 -2.45048
N 5.07463 5.15245 -0.63280
C -4.95535 -2.99283 2.75887
H -2.94445 0.87179 2.61912
H -4.37582 -2.53257 -2.55957
H 7.46175 -3.01014 -3.80143
H -5.52313 -1.47457 1.10578
C -5.67535 -4.35929 -2.93425
```

## Properties
SMILES = CCC[C@]1(OC[C@@H](C)C(C)C)NC(=O)[C@@](CCC(F)(F)F)(C[C@H](C)Br)[C@]1(N)P(C)CC.CCN(CC)CC.CCN(CC)CC
HOMO level = -7.711 eV
spin multiplicity = 1
HOMO-LUMO gap = 8.090 eV
calculated total energy = -133936.6995 eV

Entry 2:
The following is a DFT calculation (wB97M-V/def2-TZVPD) of C34H71ClN2O11S2 as an isolated structure in a non-equilibrium geometry.

Structure (XYZ):
```
121
Properties=species:S:1:pos:R:3
H -0.05400 1.65185 2.73812
H 5.06572 -8.05756 -0.96370
H -7.68869 -4.03088 -2.70576
O 4.95705 -11.28154 -1.71009
C 1.46900 6.48115 -3.49585
C -4.14186 6.67858 0.31421
H -7.94561 -1.45800 -2.96070
H 1.45931 3.20470 1.16987
H 3.84299 -10.50905 -4.78628
H 4.08382 -13.06034 -4.42612
H 0.40161 1.16779 0.09774
H -6.05494 -3.79471 -2.05093
H 2.05962 2.01086 6.38021
O -2.69612 5.82434 2.03964
H 5.47339 -10.25667 -4.12984
C 4.41625 -10.36365 -3.86779
S -3.42625 1.23336 -1.44997
H 2.50919 5.50220 7.74259
C 4.65017 -12.84017 -3.51833
C 4.01319 -7.77075 -0.91307
H 2.78194 -3.84358 1.34136
H 3.43645 -8.69740 -0.83626
C -3.26209 5.52275 0.76304
C -7.11793 -3.83839 -1.79441
H 3.15787 -11.58047 -2.61881
H -4.04633 6.23416 -3.31905
H 1.21492 -0.38030 0.73117
C 1.45474 4.08364 6.48994
C 0.76225 -3.19573 1.95007
H -2.61816 7.99120 -2.29080
C -3.52094 -0.21463 0.48148
O 0.42605 -3.18249 0.79374
O -2.34889 5.36476 -2.60180
O 3.76765 -0.21402 0.34290
H 3.08190 4.62904 5.55472
C 2.29674 -6.47638 0.38475
H 4.10742 -9.42205 -3.40853
H -7.68988 -0.43913 -1.53113
H 3.74239 -7.26760 -1.84469
H 2.82767 4.58513 -2.41811
H -4.95432 6.84983 1.02765
H 3.12365 3.00875 7.35880
C 2.93539 6.10190 -3.64254
H -6.31714 -1.23481 -2.28583
C 1.48088 5.24667 7.46890
H 3.60620 -8.35139 1.55623
O 2.16802 4.44181 5.30628
H 1.11783 7.04601 -4.36291
H 0.92688 5.00895 8.37964
H 2.79013 -2.46389 2.58156
C 3.76146 -6.87380 0.28869
H 0.84567 5.58724 -3.38504
C 3.16364 5.24485 -4.87810
H 1.43515 0.69066 3.07114
C 2.29495 -3.42164 2.26222
H 5.89051 -11.22693 -1.94923
C -2.70895 -1.53718 2.47575
C -2.08280 0.29860 0.30714
H 2.12838 -5.84229 1.25753
C -7.56670 -2.54755 -1.12643
H -2.91135 8.37035 -3.99979
C 0.51896 0.46576 0.97633
H 3.96951 3.09545 1.73852
H -3.56317 7.60411 0.26497
H 1.84198 3.15168 2.92664
H -4.86194 4.31337 1.58483
O 5.14729 1.62639 -0.14681
H -1.64561 5.73900 -5.15915
H 0.83450 -1.23128 3.02066
H -4.57636 6.48506 -0.66924
C -0.93795 -0.11131 1.21273
C 1.87037 2.53352 1.97371
H 1.53907 2.52506 7.99727
Cl 2.59595 1.89298 -1.39500
H -1.39922 5.37385 -2.77586
O 3.35991 5.38829 -2.48387
H 2.59706 4.31056 -4.81394
C -1.28114 -1.04362 2.27202
C -0.20552 -1.60554 3.26522
C 3.38030 2.12982 1.76556
C -2.71866 5.77058 -4.94567
O -0.14209 -3.06259 3.03342
C -2.97367 6.25372 -3.52643
C -3.83154 -1.16054 1.64422
H 2.34523 -4.22481 3.05741
C -7.37492 -1.35589 -2.03427
H -8.61758 -2.63472 -0.83958
H -1.35542 7.69360 -3.47507
H -3.40956 3.40893 1.18644
C 2.07523 2.83498 7.09766
H -0.45597 -1.40304 4.34247
C -4.05249 4.22746 0.85266
C -2.43800 7.66150 -3.31661
H -2.89487 -2.24346 3.32684
N -4.42007 0.27759 -0.49855
H 5.71532 -12.81781 -3.76836
H 2.86347 5.77264 -5.78635
H 1.04254 6.13856 7.01603
H -3.09836 4.75505 -5.07898
H 4.21721 4.97112 -4.96504
H -4.85633 -1.56260 1.84268
H 3.54409 7.00671 -3.70568
H -7.24581 -4.68544 -1.11653
O -6.82083 -2.32787 0.05681
H -3.42118 5.93590 2.66681
S 3.76237 1.25474 0.19874
H -5.89241 -2.24622 -0.19780
C 4.21132 -11.52069 -2.90228
O 4.14812 -7.55624 1.48059
H -4.48420 3.96076 -0.11449
H -3.20046 6.42263 -5.67768
N -1.90929 1.15370 -0.77630
H 0.42378 3.87504 6.19501
H 4.38136 -5.97676 0.21395
H 1.97498 -5.93495 -0.50783
C 0.91104 1.28659 2.27624
H 4.50798 -13.65972 -2.81042
H 3.78726 1.55471 2.64655
H 1.31728 7.08685 -2.59936
H -2.43414 5.39898 0.06262
H 1.66014 -7.35825 0.50636
```

## Properties
HOMO level = -8.719 eV
spin multiplicity = 1
HOMO-LUMO gap = 7.966 eV
calculated total energy = -96101.1376 eV

Entry 3:
The following is a DFT calculation (wB97M-V/def2-TZVPD) of C34H72F3N4O10SV as an isolated structure in a non-equilibrium geometry.

Structure (XYZ):
```
125
Properties=species:S:1:pos:R:3
C -2.30726 1.27924 3.54034
H -2.58922 -2.72967 -3.75144
N -2.15891 0.40631 2.32784
C 1.16510 6.51099 -1.88301
H -1.27292 4.63155 -0.40677
H -5.07590 -0.09388 0.60681
C -3.83659 2.75828 2.04539
H 3.30522 5.55518 -0.53945
H -0.45093 -3.02784 5.99144
C -1.90747 -0.70689 -3.82124
H -0.31766 -2.04038 3.20103
H -4.39122 1.24277 4.22439
H 1.91435 3.37573 -2.14401
N 1.39258 5.71637 -0.64161
O -1.70343 -0.88439 2.58834
H 0.77060 -6.49486 5.53834
C -0.85677 1.33138 -3.32283
H 1.21494 2.32516 -0.88094
H -0.96229 6.99136 -1.98624
O 2.61618 6.00719 -0.04701
C -0.23803 6.34645 -2.48386
H -4.44193 1.92966 0.24302
S 3.75014 -3.22179 -3.58060
H -1.76342 1.74380 -2.88012
H 0.41038 3.00374 1.23053
H -0.02348 -3.82119 0.78716
H -0.50239 -6.33754 4.60409
H 0.39285 8.13468 -0.67366
H -0.23170 -3.52734 -3.32461
H 2.49671 -6.39697 3.93593
H -3.14124 0.02422 -1.04132
C -0.11357 -2.86294 -5.15864
C -0.54059 -4.02175 5.55303
C 0.99269 -3.51172 1.03155
C 0.52001 -5.96008 4.62220
C 0.66767 4.04114 1.01675
H -0.42444 -1.02805 -6.24778
H 1.94428 5.35371 -3.55097
C 1.89932 0.26879 -5.74702
C 1.49484 -4.09754 2.37583
H 0.90612 -2.42671 1.08964
H 1.68437 -4.31339 6.58680
C -1.72504 -2.15356 -3.42070
C -0.53020 4.21633 -1.08799
H 1.17753 0.94636 -6.20312
C -2.64356 2.67169 3.07631
C 0.43635 -1.58485 -5.87750
O -0.83784 -0.07091 -3.15283
C 1.14287 8.04045 -1.45896
C 2.03589 -4.16186 5.56622
H 1.57252 4.33040 1.55122
H 0.63138 -3.65547 -5.22977
H -1.61422 0.23170 -0.11503
H -0.69068 -4.60354 6.46248
H 2.51311 0.00277 -6.60759
H 0.03003 1.83815 -2.94222
C -0.69526 4.83203 -2.46715
C -3.19422 0.42498 1.19586
V 0.98812 -1.16091 -2.75584
C 4.07453 -4.69052 -2.30691
H -2.80063 3.31972 3.93857
F 4.27354 -4.11615 -1.09352
C -0.90090 1.26184 4.32541
C 3.00448 -3.81134 2.59381
F 3.01178 -5.45997 -2.15068
H -0.22008 4.62071 1.26997
H -0.92053 0.28751 4.81365
H 2.42007 0.94614 -5.07017
H -1.79593 3.11530 2.55396
H 1.88003 -6.08116 1.44782
N 0.60864 -3.70974 3.44896
H 3.19104 6.40760 -2.62132
O 0.40251 -1.40977 -1.32631
C 1.73119 3.26530 -1.07520
H -0.94409 2.06709 5.05877
C 2.17966 6.26560 -3.00218
H 3.52347 -4.18008 1.70906
H 0.99669 -1.91609 -6.75181
F 5.15293 -5.40397 -2.61361
H 0.01374 1.40383 3.74976
C -2.61083 -0.20974 -0.11826
O 3.31120 -3.85910 -4.84042
H -4.95655 0.33803 2.28937
H -2.72238 2.32189 0.24247
N -0.34672 -2.62217 -3.75766
O 0.50707 -2.31810 3.60636
H -3.43227 -0.28500 4.62902
C 0.72686 -4.41381 4.75638
O 2.75082 -2.41615 -2.89178
C -3.44571 0.80121 4.53924
H 3.51373 -4.19686 3.47707
H 1.04707 8.75526 -2.27626
H 2.04846 8.31372 -0.91736
H -2.87842 -0.36890 -3.45912
O 5.03381 -2.45846 -3.61722
C -4.50198 -0.27950 1.51469
H -0.02162 4.28132 -3.12368
H -1.40373 -3.97854 4.88879
O 2.02270 0.03077 -2.56978
H -3.23200 1.19812 5.53166
H 0.23807 -5.76800 1.84198
H -4.38169 -1.31440 1.83503
H 2.77127 -4.93106 5.33033
H 1.59412 -3.84616 0.18625
H -0.92018 -3.34016 -5.71517
H -2.06243 -0.51438 -4.88286
C 1.48512 -6.51772 3.54837
C 1.25045 -5.65857 2.23086
H -1.71962 4.69620 -2.81405
H -0.34392 6.50808 -3.55659
H -2.51399 -1.29514 -0.09330
O 1.36363 -0.86116 -5.07593
H 2.10766 6.97541 -3.82625
H -2.41216 -1.18027 3.16433
C 0.86677 4.34163 -0.48244
H 2.35101 -3.13744 5.36781
H -4.78787 2.47601 2.49648
H 1.21229 -7.54659 3.31363
H -1.88927 -2.34960 -2.36112
C -3.52797 1.88909 0.83560
H -0.75245 3.15052 -1.03556
H -0.97200 1.59088 -4.37520
H -4.04202 3.76410 1.67903
H 3.16426 -2.73960 2.71188
H 2.74530 3.17578 -0.68576
```

## Properties
HOMO level (spin up / spin down) = -2.296 / -4.520 eV
charge = -1
spin multiplicity = 2
HOMO-LUMO gap (spin up / spin down) = 4.380 / 6.604 eV
expectation value of S² = 0.754
calculated total energy = -107531.9088 eV

Entry 4:
The following is a DFT calculation (wB97M-V/def2-TZVPD) of a 5-piece molecular cluster, C34H72N5O5 overall in a non-equilibrium geometry.

Structure (XYZ):
```
116
Properties=species:S:1:pos:R:3
C -2.99701 0.85107 -1.33666
C 3.31500 4.66055 -4.72143
H 1.20039 1.53084 6.41073
H -2.48849 1.80098 -1.19152
H 1.70294 -4.63586 0.64593
C -6.16596 -2.63585 -1.17448
H -0.48851 -4.67279 1.00506
H 5.58016 1.47172 -3.81483
C 2.33797 2.14418 -2.77264
H -3.21535 -2.92938 1.48906
H 5.03084 2.98149 -3.41432
H -3.76124 1.94688 2.49983
H 1.01890 0.41183 -3.20430
H 4.65982 -0.09816 3.20099
H 0.57839 2.55496 1.90218
H -4.76720 0.16844 1.46194
C 3.01479 0.56133 4.52121
H -2.83368 -4.17480 2.53012
C -0.38563 -6.22607 -1.18459
O -0.06650 -1.31918 -0.51042
H -1.58793 -3.12780 -1.97420
N 2.58840 1.70825 3.62966
N 0.13134 -0.87071 0.64977
H 2.56399 5.43412 -4.89070
N -0.60765 -4.70231 -1.11393
O 1.24277 -0.91169 1.20109
H -5.78622 -3.63655 -0.95842
H 2.48804 3.30193 5.76522
H -3.25583 3.47012 0.06746
C 1.44994 2.67774 3.95295
H -5.13005 -0.24105 -2.09274
C 1.92737 3.78180 4.96621
H -0.50546 2.61048 4.83394
H 3.84162 1.35792 -5.76044
C 0.87783 -4.27149 -1.22919
H -6.28514 0.08135 -0.80712
H -6.24479 -2.62493 -2.25867
C -3.89384 0.55340 0.93506
H -0.10898 0.47602 6.18220
C 3.57859 1.32946 -3.08745
H 3.60044 4.76553 -3.67515
C 4.08795 2.30347 -5.28133
H -4.63187 3.67405 1.17457
C -1.18645 -4.29248 0.26111
C 2.82296 3.26503 -5.13069
O 3.49591 2.23274 3.03683
H 1.29843 -0.52047 4.16271
H 1.74739 3.87093 2.15727
H -2.63755 -5.81680 0.67574
C -4.86489 2.18286 -0.47252
H -1.20919 -6.66350 -0.62857
C 2.42662 3.12331 -1.61097
H 1.03794 4.25859 5.37308
N 1.90496 2.77516 -4.09483
H 4.87486 2.83403 -5.81470
C 2.16733 3.38142 -6.51089
H 1.30945 0.59526 -1.43441
H 2.45465 2.65134 -0.62926
H 0.09875 3.90938 2.81207
H 1.99311 2.44063 -7.03576
C -5.21266 -1.66159 -0.44353
H -5.89140 2.03631 -0.13495
C -2.64348 -4.75189 0.43812
H -0.77893 -4.24227 -3.17533
H -3.19172 -4.62802 -0.49594
C 1.71317 -0.05621 5.06283
H 3.01752 -0.72068 2.87150
N -4.24899 0.77327 -0.51723
H 4.17028 4.96620 -5.32184
H -3.15079 -0.22279 1.11681
H 1.06514 -3.23202 -0.95880
H 4.07838 1.08181 -2.15049
H -1.13218 -3.20679 0.34527
H -2.34381 1.92204 1.45524
O -0.76478 -0.22806 1.20844
H 4.55812 0.21809 6.04984
H 1.53904 3.75740 -1.55753
H -4.38135 -4.25005 1.77682
O 0.74607 3.09121 -4.12585
H 3.30408 1.39954 6.47930
H 0.24006 1.60432 -2.25973
H 1.23851 -4.43297 -2.24576
C -3.33910 -4.01275 1.57370
H 2.54931 4.54227 4.49719
C 0.68596 0.96989 5.62560
H -0.27960 -6.34389 -2.25972
H -2.32384 -4.67179 -2.44282
C 0.22704 1.87791 4.49081
C 3.74846 -0.49566 3.64615
H 4.65430 1.76574 5.36126
H -0.32967 1.26894 3.77621
H 3.28587 3.79557 -1.61298
C 4.66266 2.05952 -3.87036
H -2.30435 0.03313 -1.14239
C -1.38165 -4.15441 -2.27516
H -7.07901 -2.53923 -0.58848
C 3.92285 1.01663 5.66998
H 1.18523 3.85121 -6.45442
H 3.20416 0.48198 -3.66074
H -3.38380 0.82649 -2.35533
H 1.52318 -7.15027 -1.08697
H 4.04313 -1.31496 4.29670
C -4.08274 2.96198 0.56483
H 0.78835 -6.99882 0.51790
C 1.66363 -5.14005 -0.32016
H 1.82935 -0.82507 5.82419
C 0.96534 3.27404 2.62651
H 2.78159 3.95993 -7.19854
C 1.20582 1.10987 -2.38790
H -4.97380 2.74402 -1.39960
H 2.69583 -5.17526 -0.66582
C -5.26540 -0.24471 -1.01166
H -4.23138 -2.14429 -0.49042
C -3.43305 1.89742 1.46207
C 0.93543 -6.50222 -0.43834
H -5.42484 -1.69870 0.62466
```

## Properties
HOMO level = -15.410 eV
charge = +3
spin multiplicity = 1
HOMO-LUMO gap = 6.041 eV
ΔE to the lowest compared entry with this formula, charge and spin = 0.0 kcal/mol
calculated total energy = -54081.3994 eV